A structure of composition C26H31AsAuN5O3S at a distorted geometry. Source: the Open Molecules 2025 dataset; level of theory: ωB97M-V/def2-TZVPD.

Charge ... +2
Multiplicity ... 1
Max |F| ... 2.03 eV/A
HOMO energy (alpha / beta) ... -13.18 / -13.18 eV

Structure (XYZ):
```
68
Properties=species:S:1:pos:R:3:nbo_charge:R:1
N -0.00801 3.17778 -1.61751 -0.6375
H 1.37322 1.08494 4.12126 0.2666
C 5.85066 0.29893 0.00130 -0.1755
C 0.65269 -5.60726 -1.81531 0.0293
C 1.51809 1.07511 3.04082 -0.9562
C -1.44749 1.61282 3.08930 -0.9611
H -1.58071 4.37871 -2.42642 0.2416
O -2.30666 -1.45564 -0.98486 -0.9420
H 5.09272 -1.45869 0.96680 0.2402
C 1.02316 -3.21808 -1.63880 -0.1386
H 2.34637 0.41457 2.79338 0.2626
As -0.14552 0.43760 2.25194 1.4358
C -0.24849 -3.09115 -1.11066 -0.3696
C 4.82629 -0.51792 0.50492 -0.1714
H 0.20682 -2.00139 2.82533 0.2753
S -0.89449 -1.46105 -0.74233 2.4027
C -0.43404 -1.21525 3.21467 -0.9173
N 2.02589 1.74803 -0.37411 -0.5601
C -1.05706 -4.18665 -0.85999 -0.1676
H -2.03816 -4.05806 -0.42342 0.2379
H 1.59345 4.47411 -2.23091 0.2359
N -2.08976 1.95362 -0.23682 -0.5578
C -2.31978 3.06157 -0.91780 0.4108
O -0.53413 -1.25773 0.69504 -1.0497
H 0.01814 2.65574 -2.49074 0.4217
H -4.07057 4.09510 -1.45632 0.4470
C -1.24655 3.94066 -1.48222 -0.2701
H -0.20809 -1.00905 4.26102 0.2460
H 1.11171 4.56582 -0.53800 0.2420
H -2.45609 1.27216 2.86278 0.2690
C -5.00393 0.07614 1.11068 -0.1875
C -0.60454 -5.44232 -1.22997 -0.2031
C 1.45204 -4.48252 -2.01554 -0.2176
H -6.41806 2.77313 -0.43489 0.2416
H 2.18727 -6.95656 -2.49139 0.2244
C 3.50041 -0.14881 0.42363 -0.2501
H 0.96578 -7.71128 -1.45195 0.2335
C -5.65992 2.09327 -0.07000 -0.2082
H -2.90704 -0.40836 1.19435 0.2375
Au -0.04311 1.36329 -0.06437 1.1393
C 5.58312 1.51015 -0.60338 -0.2098
H 1.64794 -2.34901 -1.79398 0.2209
C -3.66256 0.29776 0.88152 -0.2229
C -5.98730 0.95996 0.64403 -0.1712
C -3.31963 1.43930 0.16267 0.1487
H -5.30501 -0.80973 1.65256 0.2386
H 6.37164 2.13808 -0.99562 0.2455
H -1.32714 2.63531 2.73706 0.2492
H -1.47096 -1.52172 3.10001 0.2633
H -1.24157 -6.30203 -1.06409 0.2286
H -1.07592 4.76247 -0.78212 0.2416
O -0.13717 -0.48598 -1.54531 -1.0647
C -4.30923 2.31444 -0.30360 0.0975
C 4.24689 1.87989 -0.68671 0.0977
C 1.13181 -6.96601 -2.22912 -0.6391
C 3.22094 1.07720 -0.17220 0.1583
H 6.87742 -0.02933 0.08211 0.2456
H 0.56807 -7.29598 -3.10547 0.2386
C 2.29645 2.87643 -1.00146 0.4089
H 2.42514 -4.59632 -2.47699 0.2209
H 4.07464 3.77588 -1.66627 0.4483
H -1.28183 1.57371 4.16631 0.2671
H 2.69783 -0.77638 0.79298 0.2286
N -3.63302 3.31798 -0.98571 -0.4830
N 3.61599 3.00596 -1.20404 -0.4819
C 1.25291 3.88002 -1.37752 -0.2685
H -7.02979 0.74285 0.83027 0.2436
H 1.74784 2.07974 2.69114 0.2496
```

A structure of composition C20H24IN3PdSbTe at a distorted geometry. Source: the Open Molecules 2025 dataset; level of theory: ωB97M-V/def2-TZVPD.

Charge ... +1
Multiplicity ... 1
Max |F| ... 1.00 eV/A
HOMO energy ... -11.18 eV

Structure (XYZ):
```
51
Properties=species:S:1:pos:R:3:nbo_charge:R:1
H -3.15248 2.30280 -2.34190 0.2383
C -2.78262 0.45125 -1.30995 0.2494
H -1.18196 2.61345 4.46559 0.2336
H 4.06158 -2.75098 -1.33769 0.2299
H -1.51889 -1.62529 3.97024 0.2328
H 2.58084 -0.60188 -2.13735 0.2567
H 2.82482 -0.14803 -3.84579 0.2443
C 4.11097 -1.35252 0.28686 -0.2377
C 1.44459 -1.76230 0.54260 -0.1133
C 3.35452 -0.70354 1.26523 0.2555
H 5.17523 -1.16821 0.22044 0.2304
C 3.99110 0.24519 2.23464 -0.6544
C -2.82323 1.94829 -1.36513 -0.6624
C -1.41634 0.48266 4.39390 -0.1299
C -1.10929 1.71595 3.86713 -0.2332
H 4.53609 1.02987 1.70895 0.2354
Sb -0.56053 -2.27738 1.12766 1.1023
C -1.29536 -0.64018 3.58288 -0.2662
H -1.04693 -1.05301 -3.45504 0.2302
H -0.56236 3.18040 0.89006 0.2270
C 2.10113 -0.46747 -3.10144 -0.8699
H 4.70133 -0.28293 2.87347 0.2333
C -3.82072 -0.30097 -1.85652 -0.2411
C -1.77344 -1.48930 -0.48810 -0.0822
C -0.82988 -0.11388 -3.95932 -0.9174
H 0.72303 3.33788 2.06902 0.2554
H 1.59931 -1.37848 -3.41796 0.2293
C -0.87232 -0.48434 2.27737 -0.0642
H -3.54169 2.31352 -0.62784 0.2523
Pd 0.10817 0.78369 -0.36880 0.4774
H 1.61337 -3.16073 -1.08926 0.2211
C 3.49187 -2.23450 -0.57553 -0.1684
H -4.56326 -2.27508 -2.22895 0.2386
H -1.74191 0.38621 5.42133 0.2347
I 2.33216 2.16065 -0.39663 -0.3675
C -2.75597 -2.27733 -1.05709 -0.2785
H -1.85370 2.38322 -1.12824 0.2317
N 2.04349 -0.91121 1.38158 -0.4990
C -3.78549 -1.67580 -1.77405 -0.1249
C -0.69692 1.81873 2.53803 0.2515
N -1.76614 -0.15022 -0.67716 -0.5148
H -2.74101 -3.34892 -0.90780 0.2398
C 2.12715 -2.46093 -0.44073 -0.2907
H -0.88712 3.95236 2.45815 0.2329
H -4.63662 0.20926 -2.35051 0.2376
H 3.22740 0.70086 2.86016 0.2343
C -0.34609 3.15184 1.95636 -0.6517
H -1.73856 0.46158 -4.11270 0.2363
Te 0.61251 1.04179 -2.88128 0.8653
H -0.36344 -0.30654 -4.92462 0.2434
N -0.59638 0.73051 1.76573 -0.5135
```

A cluster of 14 separate species, C54H70F6N9O19S2 in total at a distorted geometry. Source: the Open Molecules 2025 dataset; level of theory: ωB97M-V/def2-TZVPD.

<S²> ... 0.762
Multiplicity ... 2
Max |F| ... 6.44 eV/A
HOMO energy (alpha / beta) ... -7.31 / -7.31 eV

Structure (XYZ):
```
160
Properties=species:S:1:pos:R:3:mulliken_charge:R:1
O 1.78843 5.87543 3.56572 -0.6084
H 0.53596 -3.05662 4.22964 -0.1635
O 4.11290 -4.11735 3.86001 -0.3201
C -4.17023 1.12007 3.25024 -0.6144
H 5.07431 -0.66100 -3.19042 0.4303
C -3.90975 4.55039 -3.17617 0.5839
C 3.43077 -2.00233 3.09318 -0.5935
H -2.65388 5.99443 -0.73779 -0.1123
N -7.70179 -4.05182 0.50658 0.0511
H -2.02606 -5.40624 2.87585 0.2303
C -5.60619 -4.56226 1.16339 -0.7114
N -1.03663 6.81706 1.89537 0.1890
C 3.08418 2.69191 3.79453 -0.1083
H -5.33663 2.99057 0.05945 0.5994
H 1.50966 -1.01596 -3.60834 0.3757
H -1.58551 -4.19019 -3.87561 0.5155
C 3.58567 3.19719 2.42669 2.0524
H 3.49902 0.38044 -7.30513 0.3868
H 3.69826 0.44949 -4.61509 0.4449
C 5.17248 -0.17059 0.28793 1.6728
N 1.10950 -1.20306 -5.60784 0.2558
H 2.53298 6.04985 0.31193 0.4622
N -0.43673 -0.05895 0.13087 -1.4405
O 3.17638 4.54349 2.43868 -0.3282
H 5.47218 4.02497 2.89121 0.4962
H 4.43941 -1.75175 -1.84558 0.4100
H -2.94308 1.71036 -4.60252 0.8868
H 0.85594 -4.20797 5.57139 0.3833
C 4.07523 -2.80772 4.26887 0.5103
O 1.70541 0.79495 1.25227 -0.2815
H 3.56463 -0.92610 3.20235 0.1344
C 0.80859 -5.73183 2.13390 0.5412
C 2.33912 -8.09570 -3.17995 -0.6008
H 2.57698 1.72748 3.76802 0.0458
F -0.24596 -2.40230 -2.02628 0.0137
H -2.51263 -1.73896 -3.54916 0.1472
C -1.59523 -3.58708 -5.97905 -0.5371
H -2.13567 4.30330 -0.73204 -0.7042
C -1.79238 -3.46243 -4.64631 -0.5830
C -5.57967 -3.55704 0.23440 0.5115
C 5.66413 -0.11498 -1.11576 0.5002
C -4.26269 4.58549 -0.91479 0.1505
C -1.89363 0.75483 -2.90655 -0.8280
C -6.84164 -3.31153 -0.18955 -1.1503
H -0.11502 7.07439 1.57207 0.5761
H -0.50078 4.84788 2.48984 0.6130
C -3.25714 6.58280 1.96204 -0.8270
H 1.29177 -7.96494 -5.00957 0.2145
C -3.76254 0.12958 -1.87412 -1.2313
C 2.36774 4.81017 3.43221 0.5302
C 2.89451 -0.11906 -6.56252 -1.1982
F -2.05015 -2.57316 -0.81490 -0.0606
C 1.21731 -6.23171 -3.74252 -0.4112
O 6.23549 -0.93881 0.89518 -0.3730
H -1.36762 -3.83380 2.66067 -0.2685
H 3.92580 2.56375 4.47523 0.3256
H 0.19362 9.67117 -0.05232 0.5769
H -3.47968 -1.48521 1.22887 0.4358
C 3.79535 -4.90328 4.81765 0.6759
C 5.11228 3.23834 2.22805 -1.8506
H 0.46154 -5.60354 -4.19041 0.2951
O 6.80643 -0.94206 -1.21975 -0.3734
H -3.80151 2.50942 -0.66953 -0.1963
H -4.70459 -3.05055 -0.14523 0.4716
O -0.34447 -2.01196 1.80378 -0.4870
C -4.65095 -0.03122 2.65129 -1.2146
N 2.41473 7.85723 1.50237 0.1407
H 5.65541 2.31809 2.44313 0.3843
F -0.37861 -4.02178 -0.64707 -0.0062
O 3.26173 -4.16201 5.87361 -0.4419
H -1.78189 0.13779 1.27937 0.0671
H -1.25418 -4.42820 -6.56437 0.3991
H 1.52134 -5.19736 -1.83147 0.4665
H 5.09589 -2.45934 4.42694 0.3500
O 2.12559 3.73349 4.18056 -0.3821
C -4.29063 3.27163 -0.06300 -0.2543
H 4.17613 -0.60287 0.38019 -0.7359
S 0.15388 -1.62207 0.49315 0.8705
O 3.85592 -6.12622 4.88120 -0.5939
H 3.80465 -0.16835 -2.10557 -0.0631
C -2.04700 -2.42025 -6.59345 -0.6336
H 3.90297 -2.15704 2.12303 0.0826
O -0.37452 -5.40032 1.72527 -0.2284
C -2.21301 7.42733 1.55152 -0.2594
C 2.08196 7.02562 0.41610 -0.7468
H 2.35140 -2.14453 3.03989 -0.1547
H -0.83520 0.90586 -3.05922 0.3607
C 0.04569 2.61865 -0.01932 0.2022
H -4.77698 -5.07311 1.63011 0.4125
C -0.71487 -2.71496 -0.85789 -0.0339
C 1.87716 -0.76736 -4.59300 -0.4983
H -7.42336 -5.48834 2.03113 0.3988
C -1.32578 5.52109 2.30944 -0.7788
C -1.07739 -4.87674 2.78771 0.2038
H 3.16688 7.63120 2.13741 0.2342
O 1.52531 0.76560 -1.23028 -0.5755
N -2.63222 0.24016 1.81469 1.3200
O -4.84599 4.30620 -2.24227 -0.3914
C -2.80578 5.02133 -1.20480 1.2166
C 2.36681 -7.21433 -2.09247 -0.6767
S 0.82118 0.80203 0.05657 0.7757
O 1.56756 -1.90500 0.29208 -0.5091
C -6.94450 -4.80556 1.34490 -0.5814
H -0.70960 -3.54346 5.27589 0.4772
C -3.69140 -0.60023 1.81058 -0.4762
C -2.71202 5.38957 2.42867 -0.3504
H 5.06278 0.80974 0.75165 -0.7292
C 2.94969 -0.11660 -5.14949 -0.1804
H -5.60425 -0.43334 2.96100 0.4684
N -2.39582 0.21960 -1.75194 3.6350
H -2.15175 8.39113 1.06805 0.4865
F -0.58249 2.79623 -1.20240 -0.1820
O -2.79366 5.00378 -2.61143 -0.4097
H -5.14529 0.93862 -3.39410 0.4670
H 5.95456 0.92716 -1.24881 0.3070
H 2.35495 -2.33441 5.33283 0.1418
C 1.76097 -6.01732 -2.49226 -0.1437
H -8.70757 -3.99345 0.43513 0.1914
H 0.23145 -1.68475 -5.47712 0.3842
H -7.17771 -2.62532 -0.95281 0.4131
H -4.63689 1.84966 3.89548 0.4742
H -2.19611 2.03158 2.95028 0.5946
C 1.67530 8.96027 1.42771 -0.3942
H 3.88340 -2.18232 6.21085 0.4207
H -3.77763 3.46261 0.87958 -0.3041
H 0.76865 7.29854 -1.30960 0.5278
F 1.01143 3.56838 0.02067 -0.2135
C 3.31914 -2.80752 5.51888 -0.2849
H -4.36803 -0.20426 -1.04446 0.4852
H 2.83829 -7.44586 -1.14881 0.4469
H 1.15195 -1.08257 -7.69865 0.4108
H 1.70016 9.75261 2.16118 0.4163
C -4.13530 0.77625 -3.04777 -0.8035
H -4.30224 6.83795 1.86681 0.4732
O -3.96882 4.47078 -4.39607 -0.5975
C 0.90295 8.91408 0.24780 -0.8203
C 7.16494 -1.26571 0.03140 0.6080
C -2.95678 1.16977 -3.66765 -1.1770
H 3.03908 2.67094 1.64412 -0.8665
C 0.17298 -3.93218 4.76790 -1.0377
O 0.89487 -5.74381 3.42100 -0.2419
H -0.75596 -5.90521 4.59398 0.2970
N 1.62164 -7.47329 -4.19130 -0.0056
C -0.24691 -5.15147 3.99327 0.4879
F -0.77142 2.84836 0.99555 -0.0213
H -3.21050 4.50043 2.78555 0.7431
O 1.70611 -6.13857 1.40768 -0.6075
N -2.25338 -2.18719 -4.41634 0.3108
H -1.85116 0.00875 -0.92793 -0.9285
H -2.58639 -0.41800 -5.59908 0.1952
C -2.88863 1.22243 2.77113 -0.7357
C 1.17033 7.68279 -0.38363 -0.4172
H 2.65036 -9.12454 -3.28491 0.3834
H -2.13032 -2.23714 -7.65456 0.4365
C 4.72571 -0.74855 -2.16138 -1.0573
H -4.82539 5.42572 -0.50802 0.3202
C 1.66035 -0.78510 -6.79342 -0.2716
O 8.25843 -1.70736 0.32293 -0.6157
H 5.35168 3.48862 1.19453 0.3674
C -2.31256 -1.46252 -5.61892 -0.3561
```

The molecule C6H8N2O at a distorted geometry. Source: the Open Molecules 2025 dataset; level of theory: ωB97M-V/def2-TZVPD.

SMILES ... CC(=O)c1nccn1C
Multiplicity ... 1
Max |F| ... 8.64 eV/A
HOMO energy ... -8.88 eV

Structure (XYZ):
```
17
Properties=species:S:1:pos:R:3:nbo_charge:R:1
H 0.26681 -2.14758 -0.98470 0.2074
H 1.43528 -1.64441 -2.17290 0.2151
H -0.48246 -1.30841 -2.04385 0.2360
H -1.95784 1.38994 1.86633 0.2504
H 2.73850 0.16547 -1.56828 0.2243
C -0.03481 0.38652 0.18258 0.1916
N 0.72438 -0.14807 -0.76888 -0.3017
C 1.98251 0.48630 -0.83615 -0.1022
C 0.43524 -1.31111 -1.63530 -0.4093
H -3.11116 -0.20659 1.92407 0.2240
C -1.41813 -0.12861 0.47458 0.5729
H 2.54043 2.12595 0.41791 0.1888
N 0.56497 1.41686 0.68147 -0.4378
C 1.79298 1.57386 0.14005 -0.0550
H -1.49828 -0.10152 2.75011 0.2351
O -2.02874 -0.74451 -0.30163 -0.5281
C -1.94968 0.19592 1.87459 -0.7113
```

A cluster of 4 separate species, C3H16NO4 in total at a distorted geometry. Source: the Open Molecules 2025 dataset; level of theory: ωB97M-V/def2-TZVPD.

<S²> ... 0.751
Multiplicity ... 2
Max |F| ... 4.53 eV/A
HOMO energy (alpha / beta) ... -2.59 / -10.66 eV

Structure (XYZ):
```
24
Properties=species:S:1:pos:R:3:nbo_charge:R:1
H -2.26837 1.75655 1.53528 0.4489
H 1.80481 1.42010 0.57953 0.2938
C -0.71720 -1.71973 0.14987 -0.1060
C 1.56496 -0.85739 0.54031 -0.3439
H -1.03035 2.40353 -1.01390 0.4782
H -1.39156 -2.58383 0.23034 0.1884
H 0.29299 -1.50992 2.25252 0.2402
H -0.92877 0.87525 -3.56075 0.4592
H 0.09546 -2.89840 -1.35201 0.4773
O -0.07566 -1.96001 -1.15636 -0.7882
H 2.46624 -0.83351 1.09977 0.2120
H 0.87069 0.56375 -0.78373 0.4382
H -0.71384 -0.22265 -2.69163 0.4786
H -0.06725 3.33596 -0.19729 0.4666
H 0.26063 0.81745 0.89991 0.4399
C 0.51787 -1.67457 1.18640 -0.4953
H 1.92067 -1.30030 -0.48374 0.2297
O -0.17918 2.41817 -0.56742 -1.0180
O -1.27675 1.95013 1.75381 -1.0415
N 1.12306 0.64203 0.29564 -0.9542
H -1.20747 -0.75845 -0.01347 0.1926
H 0.92307 -2.77304 1.33114 0.2139
H -1.31536 2.12039 2.64626 0.4501
O -0.66868 0.78852 -2.68045 -0.9608
```

A cluster of 2 separate species, C5H11FN2 in total at a distorted geometry. Source: the Open Molecules 2025 dataset; level of theory: ωB97M-V/def2-TZVPD.

Multiplicity ... 1
Max |F| ... 7.57 eV/A
HOMO energy ... -8.71 eV

Structure (XYZ):
```
19
Properties=species:S:1:pos:R:3:nbo_charge:R:1
C 1.56667 0.27803 -0.92128 -0.2003
C -1.80317 -0.93026 0.25191 -0.4812
H 0.90547 -1.27034 1.30074 0.2118
H 1.99356 1.14656 -1.40360 0.2087
C 0.28471 0.37685 -0.06101 -0.0163
C 1.18686 -0.08717 1.19036 -0.2073
H 2.22478 -1.50841 0.26278 0.3609
H 1.04820 0.58034 2.01125 0.2074
N 2.31215 -0.35588 0.24263 -0.6145
H -1.48824 1.15419 0.47882 0.1651
H -1.11777 1.88053 -1.11368 0.2021
H -0.52298 -1.08225 -1.38329 0.3585
F -0.01761 2.61224 0.34293 -0.3703
H 1.29340 -0.48492 -1.78991 0.1687
C -0.57658 1.50079 -0.23951 0.0292
N -0.33605 -0.88268 -0.28371 -0.6444
H -1.88308 -0.21903 1.37806 0.2233
H -2.07192 -2.11507 0.30250 0.2253
H -2.99841 -0.59350 -0.56598 0.1732
```

Question: What is the multiplicity in the third record?
Answer: 2